# 1
ORCA calculation (wB97M-V/def2-TZVPD) on a molecular structure, C20H40AsCoF6O15 in a non-equilibrium geometry.

```
83
Properties=species:S:1:pos:R:3:forces:R:3:mulliken_charge:R:1
Co -0.299517 -0.141628 0.484863 0.443 -0.127 -0.514 1.154
As -2.120614 -1.815468 3.233020 -0.141 -0.419 1.739 2.142
F -0.582558 -1.857895 4.050781 -0.248 0.203 -0.266 -0.451
F -1.233953 -1.361318 1.729159 -0.275 -0.349 0.189 0.030
F -3.534400 -1.769512 2.258083 -0.123 0.068 -0.138 -0.473
F -3.009270 -2.195599 4.660238 0.254 0.092 -0.391 -0.489
F -2.246974 -0.121797 3.601653 -0.057 -0.106 -0.361 -0.428
F -1.900373 -3.509245 2.894893 0.036 0.435 -0.448 -0.453
C -3.641140 1.864414 -4.173049 -0.278 0.191 -0.708 -1.038
C -3.808355 2.271337 -2.733948 -0.181 0.534 0.095 -0.290
O -2.768386 1.589301 -1.991095 0.568 0.030 0.070 -0.079
C -2.814689 1.455419 -0.682307 -1.173 -1.068 -0.212 0.191
O -1.873925 1.056755 -0.039223 0.353 0.303 0.268 -0.216
O -4.021565 1.615645 -0.184708 0.236 1.075 -0.297 -0.446
C -4.200372 1.669252 1.226028 -0.464 -0.744 1.398 -0.510
H -4.140245 2.540615 -4.872073 -0.285 0.142 0.388 0.429
H -4.078815 0.886099 -4.366982 0.291 -0.146 0.080 0.318
H -2.605768 1.913346 -4.512950 0.119 -0.279 0.329 0.117
H -4.788420 2.043935 -2.321948 0.038 -0.313 -0.119 0.345
H -3.669699 3.343098 -2.573611 0.180 -0.023 -0.138 0.279
H -3.643924 2.419001 1.791964 0.256 0.318 -0.784 0.278
H -3.943336 0.721801 1.707684 -0.092 -0.078 -0.341 0.117
H -5.262365 1.862636 1.357964 0.075 -0.046 -0.009 0.320
C 0.450569 2.843100 -4.466711 -0.083 -1.445 -0.552 -1.513
C 0.382614 2.364498 -3.025770 -1.231 1.983 0.040 0.374
O 1.683047 2.052614 -2.533744 0.429 -0.375 -0.415 -0.344
C 1.784830 1.362857 -1.414740 -0.017 0.053 -0.947 0.258
O 0.837407 0.880871 -0.843998 -0.082 0.337 0.143 0.411
O 3.013136 1.243739 -0.997077 0.156 -0.309 1.087 -0.135
C 4.113506 1.075374 -1.855777 1.175 0.199 -1.592 -0.864
H 0.472028 1.945448 -5.097465 0.496 0.168 -0.156 0.320
H 1.299945 3.477438 -4.700202 0.040 0.044 0.169 0.386
H -0.467448 3.319563 -4.810535 -0.037 0.311 0.528 0.413
H -0.375696 1.596325 -2.888622 0.459 -0.400 0.079 -0.074
H 0.031662 3.214249 -2.426762 0.035 -0.166 0.186 0.251
H 4.297623 1.860120 -2.597801 -0.558 0.421 0.421 0.344
H 4.041173 0.184616 -2.485184 -0.268 -0.292 0.485 0.329
H 5.018027 1.034682 -1.257324 -0.225 -0.186 0.316 0.310
C -2.077699 -5.213826 0.048904 -0.922 0.179 -0.615 -1.667
C -1.670743 -3.761370 -0.106547 0.604 -0.897 0.668 0.990
O -1.450371 -3.548709 -1.516910 -0.035 0.550 -0.078 -0.409
C -1.035200 -2.364735 -1.909626 -0.072 -0.498 -0.081 0.648
O -0.717208 -1.432535 -1.192614 -0.112 0.226 -0.021 -0.364
O -0.986350 -2.363326 -3.230243 0.030 0.085 0.187 -0.451
C -0.569471 -1.185459 -3.941889 0.073 -0.578 -0.018 -0.199
H -2.201786 -5.434186 1.106260 0.012 -0.129 -0.038 0.399
H -1.445360 -5.944483 -0.454056 0.578 0.290 0.293 0.379
H -3.029577 -5.351689 -0.474765 -0.164 0.035 0.368 0.380
H -0.755695 -3.585156 0.461651 0.144 0.217 -0.327 -0.515
H -2.415806 -3.086512 0.307081 -0.176 0.065 -0.357 0.150
H -1.466123 -0.665540 -4.270629 0.091 0.214 0.035 0.232
H -0.030691 -1.595266 -4.792824 -0.033 0.261 -0.115 0.378
H 0.093312 -0.558122 -3.350746 -0.142 -0.010 0.135 -0.139
C 3.602010 4.037869 1.271836 0.179 -0.263 -0.180 -1.070
C 2.327268 3.949699 2.076684 0.725 0.581 0.303 -0.324
O 1.646141 2.761338 1.648253 -0.169 -0.150 -0.447 -0.028
C 0.644194 2.241357 2.322652 0.712 0.466 0.447 0.356
O 0.008115 1.309155 1.894231 -0.408 -0.464 0.263 -0.172
O 0.461933 2.807859 3.492475 0.186 0.316 -0.064 -0.435
C -0.429164 2.191683 4.403854 -1.279 -1.003 0.986 -0.577
H 4.294601 3.241454 1.550235 -0.095 -0.033 0.090 0.275
H 4.108667 4.981041 1.472234 -0.104 0.066 -0.098 0.454
H 3.417294 3.922135 0.203429 -0.068 0.244 -0.006 0.158
H 1.692673 4.824379 1.934083 -0.177 -0.139 -0.174 0.298
H 2.603592 3.932944 3.131293 -0.343 -0.372 0.052 0.329
H -0.279119 1.115068 4.500242 0.367 0.093 -0.264 0.211
H -1.484489 2.289085 4.140653 0.210 0.299 -0.407 0.220
H -0.307942 2.629302 5.390890 0.370 0.309 -0.221 0.327
C 2.260076 -3.042193 3.651395 -0.717 0.576 1.356 -1.172
C 1.703999 -3.727722 2.432857 0.554 -0.339 0.210 0.499
O 2.484761 -3.292906 1.278149 -0.075 -0.405 -0.109 -0.465
C 2.200487 -2.145863 0.715530 0.975 -0.631 0.524 0.263
O 1.200181 -1.508536 0.931023 -0.432 0.479 -0.046 -0.236
O 3.163647 -1.729268 -0.081348 -0.142 0.938 -0.279 0.006
C 4.344250 -2.502020 -0.240595 0.762 -1.185 0.250 -0.870
H 1.627974 -3.230012 4.527034 -0.098 -0.389 -0.236 0.405
H 2.227178 -1.949573 3.643126 0.087 -0.020 -0.604 0.179
H 3.256465 -3.357564 3.956032 0.102 -0.140 -0.470 0.355
H 0.637765 -3.634071 2.244783 0.028 0.508 0.119 -0.348
H 1.914767 -4.793055 2.505051 0.036 -0.006 -0.185 0.315
H 4.061712 -3.493869 -0.592747 0.235 0.134 -0.414 0.372
H 4.935107 -2.690599 0.661626 -0.611 0.372 0.374 0.306
H 5.040834 -1.981868 -0.890716 -0.510 0.114 -0.430 0.240
```
Forces are in eV/Å.

The expectation value of S² is 3.754. The frontier orbital gap (spin up / spin down) is 11.594 / 11.053 eV. The energy above the lowest of the compared OMol25 structures with the same formula, charge and spin is 21.4 kcal per mole. The calculation puts the LUMO energy (spin up / spin down) at -1.9 / -2.1 eV. For the energy, the calculation gives -166871.962 eV. The net charge is +1. Its spin multiplicity is 4. As for the HOMO energy (spin up / spin down): -13.497 / -13.116 eV.

***

# 2
ORCA calculation (wB97M-V/def2-TZVPD) on a molecular structure, C20H40AuNP3S2 in a non-equilibrium geometry.

```
67
Properties=species:S:1:pos:R:3:forces:R:3:mulliken_charge:R:1
Au -0.703637 0.362440 -0.049210 0.219 -0.237 0.135 0.850
P -1.863889 2.338964 0.728690 -0.497 0.401 0.245 0.626
P -1.862851 -1.476524 0.891939 -0.979 -0.131 0.280 0.666
P 1.435439 1.190403 -0.657843 0.264 0.435 -0.808 0.637
H 1.343171 -4.352745 -0.792884 0.289 0.221 0.124 0.411
C 2.213158 -3.754997 -0.501735 0.283 0.067 0.738 -0.550
C 2.453482 -3.425170 0.779655 -0.012 -0.196 -0.692 -0.917
H 1.787966 -3.732005 1.594302 0.223 0.027 -0.304 0.444
C -3.067584 2.924100 -0.502677 0.073 -0.214 -0.208 -1.325
C -2.838827 2.075414 2.236843 -0.011 0.048 0.104 -1.196
C -0.831912 3.791309 1.068215 0.122 0.041 0.052 -1.264
C -1.108099 -3.075987 0.495424 0.217 -0.171 -0.179 -0.722
C -2.001620 -1.482603 2.704025 -0.014 0.018 0.110 -1.239
C -3.577178 -1.568587 0.291054 -0.032 -0.129 0.056 -1.261
C 2.621696 -0.159069 -0.872273 0.160 -0.253 0.113 -0.779
C 2.279971 2.364538 0.439746 0.019 0.144 0.150 -1.106
C 1.384937 2.027188 -2.268930 0.108 0.182 -0.002 -1.130
H 2.928722 -3.513600 -1.295832 -0.253 -0.060 0.356 0.307
H 3.375442 -2.907592 1.069922 -0.312 -0.205 -0.149 0.420
H -3.455475 3.907703 -0.199175 0.115 -0.261 -0.017 0.486
H -3.900089 2.212279 -0.575661 0.186 0.166 -0.017 0.373
H -2.587993 3.005816 -1.486828 -0.160 0.033 0.228 0.370
H -3.350845 3.011661 2.503051 0.082 -0.236 -0.041 0.511
H -2.193391 1.773448 3.072491 -0.236 0.029 -0.177 0.263
H -3.592435 1.295266 2.062656 0.198 0.228 0.075 0.356
H -1.480322 4.628224 1.366674 0.156 -0.200 -0.078 0.551
H -0.283719 4.075246 0.160484 -0.149 -0.017 0.243 0.355
H -0.115135 3.589886 1.875198 -0.145 0.128 -0.295 0.276
H -1.469142 -3.831512 1.208728 -0.001 0.196 -0.220 0.623
H -0.009887 -3.042883 0.540413 -0.453 0.094 0.006 -0.425
H -1.408201 -3.372020 -0.518345 0.058 0.033 0.230 0.459
H -2.358597 -2.471301 3.024999 0.047 0.294 0.002 0.508
H -2.713412 -0.716463 3.037444 0.184 -0.226 -0.060 0.337
H -1.026785 -1.288696 3.166887 -0.251 -0.148 -0.024 0.349
H -4.075289 -2.449052 0.723757 0.093 0.246 -0.149 0.477
H -3.582222 -1.641453 -0.805110 -0.009 -0.026 0.329 0.403
H -4.127776 -0.664579 0.585965 0.126 -0.247 -0.063 0.297
H 3.640159 0.250195 -0.933750 -0.246 -0.070 -0.036 0.606
H 2.393648 -0.708612 -1.794299 0.017 0.130 0.255 0.232
H 2.564789 -0.864230 -0.034209 0.066 0.146 -0.218 -0.031
H 3.336602 2.411301 0.139941 -0.277 0.066 0.089 0.514
H 2.222660 2.050075 1.488479 0.111 0.095 -0.280 0.127
H 1.836117 3.362857 0.342562 0.186 -0.251 0.028 0.368
H 2.328546 2.566948 -2.435462 -0.254 -0.149 -0.040 0.522
H 0.548861 2.737448 -2.287934 0.222 -0.081 -0.043 0.300
H 1.231732 1.293978 -3.071421 0.082 0.188 0.249 0.201
C -0.646280 -0.610526 -3.382490 -0.249 0.065 -0.102 0.506
C -0.397745 -0.046267 -4.658789 0.136 -0.053 -0.376 -0.560
C 0.637509 -0.534254 -5.445814 -0.320 0.313 -0.046 -0.544
C 1.420191 -1.607400 -4.998146 -0.005 0.077 -0.004 -0.489
C 1.140334 -2.210694 -3.764596 -0.418 -0.136 0.518 -0.513
C 0.100811 -1.735861 -2.974157 0.708 -0.273 -0.029 0.200
S -1.824090 0.095593 -2.366369 0.371 -0.147 -0.439 -0.131
H 0.334101 0.392308 2.134171 0.235 -0.005 0.537 -0.640
H -1.029876 0.780384 -4.980320 0.239 -0.159 -0.066 0.427
H 0.834240 -0.077104 -6.416831 -0.040 -0.166 0.288 0.429
H 2.244064 -1.980264 -5.609367 -0.282 0.112 0.143 0.453
H 1.725173 -3.063476 -3.415839 -0.166 0.226 -0.222 0.467
H -0.146270 -2.197994 -2.019039 0.198 0.047 -0.217 -0.044
S 1.847943 1.600143 5.076873 0.088 -0.957 -0.735 0.064
C 2.525929 0.072920 4.530060 -0.565 0.481 -0.262 -0.386
C 1.894416 -0.375691 3.412714 -0.596 0.956 0.150 -0.309
N 0.880302 0.503675 3.013574 0.216 1.122 0.904 0.882
C 0.745734 1.616452 3.800199 0.627 -2.080 -0.403 -0.110
H 3.341989 -0.426216 5.035041 -0.060 0.218 0.136 0.454
H 2.075389 -1.289124 2.849198 -0.027 0.293 0.153 0.405
H -0.044630 2.346368 3.663966 0.295 -0.081 -0.025 0.156
```
Forces are in eV/Å.

The expectation value of S² is 2.029. The frontier orbital gap (spin up / spin down) is 7.641 / 5.736 eV. The energy above the lowest of the compared OMol25 structures with the same formula, charge and spin is 3.5 kcal per mole. The calculation puts the LUMO energy (spin up / spin down) at -9.1 / -11.3 eV. For the energy, the calculation gives -76082.720 eV. The net charge is +3. Its spin multiplicity is 3. As for the HOMO energy (spin up / spin down): -16.786 / -17.086 eV.

***

# 3
ORCA calculation (wB97M-V/def2-TZVPD) on 10 unconnected molecules or ions with the total composition C20H40Br20 in a non-equilibrium geometry.

```
80
Properties=species:S:1:pos:R:3:forces:R:3:mulliken_charge:R:1
Br -1.104632 4.231873 -6.934444 0.895 -0.780 0.140 -0.139
C 0.199682 2.746339 -7.260955 -0.080 0.230 -1.343 -0.535
C -0.039100 2.256172 -8.711193 -0.545 -0.314 1.024 -0.655
Br -1.562208 0.983860 -8.736940 0.488 0.592 -0.244 -0.141
H 0.112555 2.011913 -6.460249 -0.258 0.082 -0.307 0.401
H 1.226405 3.109695 -7.304627 -0.177 0.587 0.532 0.314
H 0.803973 1.717442 -9.143743 -0.031 -0.038 0.322 0.357
H -0.243405 3.136690 -9.320323 -0.288 -0.360 -0.116 0.397
Br 1.670004 -8.524431 1.487009 -0.468 -0.431 0.105 -0.125
C 1.506667 -10.472113 1.560795 0.754 -0.802 -1.371 -0.518
C 2.575554 -11.040218 2.487349 -0.471 0.989 -0.043 -0.601
Br 1.949828 -10.964945 4.285243 -0.203 -0.149 0.989 -0.122
H 1.777988 -10.819686 0.563961 0.210 0.330 -0.226 0.296
H 0.481040 -10.835223 1.626751 0.046 0.454 0.859 0.394
H 3.379285 -10.304527 2.457829 0.323 -0.610 -0.083 0.337
H 2.906081 -12.060511 2.292737 -0.189 0.222 -0.231 0.338
Br -1.557800 0.774691 1.536266 0.301 -0.842 -0.769 -0.119
C -0.941861 -0.689070 0.309408 -1.763 -0.129 -0.001 -0.638
C 0.510209 -0.699930 0.124435 1.442 0.367 0.247 -0.604
Br 1.189159 0.966203 -0.735178 -0.198 -0.796 0.513 -0.138
H -1.519722 -0.667762 -0.614554 0.072 0.626 0.062 0.381
H -1.264028 -1.615412 0.785008 0.167 0.075 0.307 0.363
H 0.912609 -1.510398 -0.483283 -0.504 0.057 -0.257 0.400
H 0.941898 -0.859981 1.112425 0.483 0.638 -0.107 0.356
Br 7.592494 -3.965983 0.143955 0.420 0.277 0.025 -0.185
C 9.325856 -4.925075 0.408071 -0.687 2.096 -1.350 -0.593
C 9.062092 -5.834708 1.515368 0.003 -1.885 0.601 -0.541
Br 10.469599 -7.190739 1.346731 0.196 -0.172 0.478 -0.175
H 10.115717 -4.196261 0.589870 -0.276 0.089 0.357 0.372
H 9.526738 -5.277255 -0.603709 -0.183 -0.792 0.493 0.385
H 8.138540 -6.408658 1.439793 0.113 0.194 -0.334 0.368
H 9.060394 -5.408716 2.518681 0.409 0.195 -0.269 0.369
Br -6.254567 -4.768179 0.152565 -1.062 1.052 0.616 -0.169
C -7.317813 -3.253477 1.004496 -0.444 -0.215 0.075 -0.534
C -7.281449 -3.404316 2.515490 0.888 0.511 0.628 -0.656
Br -8.625117 -2.137126 3.424756 1.263 -1.111 -0.862 -0.173
H -8.371476 -3.173018 0.737234 0.086 -0.954 -0.659 0.369
H -6.886702 -2.350371 0.572483 0.401 -0.120 0.581 0.367
H -6.275493 -3.204893 2.884798 -0.148 0.813 0.144 0.385
H -7.406649 -4.404050 2.931372 -0.978 0.034 -0.522 0.411
Br 0.286476 -7.420029 -6.054359 0.653 -0.443 -0.569 -0.133
C 1.682815 -7.183870 -7.434270 -0.009 0.291 0.148 -0.519
C 1.817751 -5.708908 -7.678790 0.420 0.449 0.001 -0.727
Br 2.428946 -4.619962 -6.100671 -0.498 -0.703 -0.972 -0.135
H 1.355297 -7.617812 -8.379006 -0.430 -0.115 0.188 0.351
H 2.634922 -7.668075 -7.217161 -0.282 0.009 0.703 0.376
H 0.860150 -5.359302 -8.064635 0.158 0.513 0.434 0.401
H 2.584471 -5.523843 -8.431120 -0.013 0.003 0.070 0.386
Br -6.309390 3.275903 9.306951 -0.053 0.343 0.327 -0.146
C -5.844982 4.383628 7.783372 1.105 0.618 -0.220 -0.631
C -4.769433 5.492186 8.107155 -0.938 -1.321 -0.679 -0.527
Br -4.480507 6.498238 6.397655 -0.204 -0.330 1.055 -0.160
H -6.730437 4.881600 7.388294 -0.022 -0.287 0.202 0.375
H -5.492640 3.613898 7.096730 0.117 0.583 -0.252 0.356
H -3.793730 5.084552 8.371620 -0.237 0.019 -0.038 0.366
H -5.165925 6.108897 8.913721 0.230 0.374 -0.402 0.368
Br -9.664514 7.842423 0.151420 1.764 -0.139 0.620 -0.145
C -7.827752 7.424996 0.942882 -0.214 -1.532 0.008 -0.706
C -7.064715 6.304348 0.138345 -0.894 1.430 1.297 -0.558
Br -7.943146 4.544271 0.397331 0.412 0.948 -0.573 -0.127
H -8.015587 7.058867 1.952222 -0.415 -0.096 -0.176 0.394
H -7.184978 8.287977 1.116737 -0.381 0.373 -0.809 0.400
H -6.087583 6.192009 0.608123 -0.056 -0.034 -0.114 0.360
H -6.945001 6.699267 -0.870518 -0.210 -0.954 -0.247 0.381
Br 0.101530 9.582781 -1.309415 1.017 -0.490 -0.293 -0.165
C 1.638298 8.440703 -1.927774 -0.600 -0.515 0.514 -0.572
C 2.472472 9.129688 -2.947161 0.722 0.790 -0.808 -0.542
Br 4.165010 8.172501 -3.282238 -0.403 -0.286 -0.004 -0.154
H 1.142686 7.558462 -2.332900 0.082 0.165 -0.101 0.345
H 2.235893 8.095017 -1.084284 -0.283 0.462 0.220 0.387
H 2.899334 10.097607 -2.684443 -0.644 -0.039 0.369 0.345
H 1.962166 9.229758 -3.905104 0.105 -0.095 0.101 0.356
Br 3.443415 4.541097 4.211685 0.949 -0.519 0.064 -0.149
C 5.306743 3.975581 4.594830 0.580 -1.114 0.402 -0.508
C 5.709510 2.610138 4.014120 0.189 0.013 -0.672 -0.614
Br 7.527235 1.963832 4.661396 -1.146 0.738 -0.278 -0.158
H 5.423230 3.841590 5.670276 -0.289 0.716 -0.001 0.343
H 5.977988 4.733409 4.190815 -0.273 0.051 0.255 0.351
H 5.820519 2.702770 2.933753 0.046 -0.277 0.113 0.354
H 5.061119 1.765960 4.248734 -0.060 0.390 0.112 0.380
```
Forces are in eV/Å.

The frontier orbital gap is 10.151 eV. The energy above the lowest of the compared OMol25 structures with the same formula, charge and spin is 97.2 kcal per mole. The calculation puts the LUMO energy at 0.0 eV. For the energy, the calculation gives -1422236.739 eV. The net charge is 0. As for the HOMO energy: -10.121 eV. Its SMILES is BrCCBr.BrCCBr.BrCCBr.BrCCBr.BrCCBr.BrCCBr.BrCCBr.BrCCBr.BrCCBr.BrCCBr.

***

Q: The lowest energy belongs to which entry?
A: C20H40Br20

***

Q: Which of these has the highest net charge?
A: C20H40AuNP3S2

***

Q: Among the records above, which one has the lowest energy?
A: C20H40Br20